No. 1
6 unconnected molecules or ions with the total composition C45H40ClF2NO3S3 at a distorted geometry, computed with wB97M-V/def2-TZVPD.

Atoms and positions in Å:
1 C -0.394 2.704 -0.680
2 H -5.580 -2.877 1.057
3 F 2.104 5.503 0.023
4 H 2.407 11.743 1.713
5 C 2.199 9.679 1.153
6 C 2.981 7.449 -5.189
7 H 1.848 7.584 0.865
8 H -0.741 -7.082 -0.040
9 C 6.252 -6.516 4.784
10 H -8.925 -0.278 0.413
11 H 3.195 4.825 -5.493
12 C -2.698 -4.761 -0.341
13 C 0.798 4.187 -2.212
14 C 4.542 -7.976 3.150
15 H -7.388 1.526 -0.296
16 H 1.330 11.437 3.919
17 C -5.111 -0.896 0.372
18 C -2.715 3.648 0.300
19 C -3.529 -5.607 -2.435
20 H -4.040 -1.073 0.361
21 C -7.348 -1.687 0.784
22 H 5.650 -9.700 3.792
23 C 1.517 5.657 -4.200
24 H 2.677 9.811 0.189
25 H -3.748 3.191 0.226
26 C 2.570 -6.485 -0.456
27 H 0.810 -5.287 -0.740
28 H -2.243 -3.962 0.234
29 O -0.222 6.130 0.617
30 C 0.328 -7.264 -0.053
31 C 1.735 8.425 1.532
32 C -2.950 -4.583 -1.695
33 C -3.605 -6.988 -0.464
34 C -3.029 -5.961 0.276
35 H -4.946 1.135 -0.309
36 C 0.984 9.336 3.630
37 C -5.619 0.342 -0.005
38 C 5.539 -8.625 3.869
39 O 0.627 4.100 1.470
40 C 1.126 8.254 2.769
41 H 0.148 -9.292 0.631
42 H 6.916 -5.946 5.424
43 C 1.200 -6.255 -0.444
44 C -2.094 1.139 0.424
45 C 5.260 -5.866 4.058
46 C 3.069 -7.728 -0.086
47 C -7.856 -0.451 0.401
48 C 4.404 -6.597 3.242
49 C 0.433 1.512 -0.876
50 C -3.852 -6.811 -1.820
51 F 3.778 7.146 -6.290
52 H 2.586 -9.709 0.590
53 C 0.045 0.164 -0.463
54 C 1.444 10.592 3.249
55 C 1.474 6.964 -5.086
56 H -1.251 7.114 -3.596
57 C 0.827 -8.505 0.323
58 C -5.976 -1.911 0.765
59 C -1.705 2.501 -0.006
60 H -3.064 0.982 0.963
61 H 0.910 7.797 -4.601
62 H 3.629 -6.091 2.677
63 S 0.583 4.961 0.298
64 H 3.432 2.666 -4.173
65 S -0.562 6.673 -2.488
66 N -0.056 4.070 -1.035
67 C -6.992 0.563 0.005
68 H -8.021 -2.477 1.095
69 H 0.761 7.276 3.062
70 O 3.449 8.055 -4.284
71 C 2.050 10.763 2.010
72 H 7.168 -8.401 5.251
73 C 2.197 -8.739 0.302
74 H 5.154 -4.790 4.128
75 H -2.696 -3.644 -2.175
76 H 3.872 -8.546 2.518
77 C 2.529 4.641 -4.614
78 Cl -1.674 -1.686 0.738
79 C 2.672 3.409 -3.842
80 C 0.664 5.441 -3.028
81 H -3.860 -7.925 0.017
82 C 6.393 -7.895 4.688
83 H 4.138 -7.909 -0.100
84 H -2.680 4.461 -0.469
85 H -2.567 4.035 1.350
86 H 0.515 9.201 4.597
87 H 1.097 6.666 -6.097
88 H -4.299 -7.612 -2.398
89 H -2.838 -6.097 1.335
90 H -3.728 -5.468 -3.491
91 C 1.803 3.230 -2.662
92 S 2.056 1.699 -1.696
93 C -1.238 -0.035 0.217
94 H 0.718 -0.697 -0.672
95 H 3.251 -5.696 -0.756

Cartesian forces, eV/Å:
C -2.20 -2.77 1.76
H -0.01 0.05 -0.03
F -1.87 -1.14 -0.61
H -0.01 -0.05 0.02
C -0.03 -0.01 0.07
C -0.56 0.43 1.01
H 0.00 0.13 0.04
H 0.11 -0.01 -0.03
C -0.02 -0.03 -0.03
H 0.05 -0.01 0.00
H -0.78 -0.17 0.90
C -0.03 -0.07 0.02
C 1.40 1.67 -3.33
C 0.06 -0.02 0.05
H 0.02 -0.05 0.02
H 0.01 -0.04 -0.03
C 0.01 0.08 -0.04
C -0.17 -0.81 -0.24
C 0.02 -0.01 0.02
H -0.31 0.02 -0.03
C 0.03 0.04 -0.02
H -0.01 0.05 0.01
C 0.77 -1.35 0.52
H -0.02 -0.01 0.04
H 1.10 0.56 0.27
C -0.03 -0.03 0.01
H 0.00 -0.05 0.02
H -0.09 -0.26 -0.10
O 1.37 -0.97 -2.31
C -0.01 -0.03 0.01
C 0.06 0.16 0.05
C 0.01 -0.01 0.02
C -0.02 0.03 -0.02
C -0.08 0.02 0.00
H -0.05 -0.04 -0.05
C 0.03 0.01 -0.06
C -0.08 -0.11 0.03
C 0.00 0.04 0.02
O 0.97 0.08 -2.25
C 0.02 0.02 0.04
H 0.03 0.03 -0.02
H -0.03 -0.02 -0.03
C 0.03 -0.01 0.03
C 1.45 -0.17 -0.50
C 0.00 -0.03 0.00
C -0.03 0.01 -0.04
C 0.03 -0.02 0.00
C 0.01 0.01 0.01
C -0.73 0.37 0.16
C 0.02 0.04 0.03
F -1.46 -0.01 0.90
H -0.02 0.04 -0.02
C -1.46 1.46 0.41
C 0.00 -0.03 -0.01
C 1.23 -1.23 -0.45
H 0.87 -0.76 0.14
C 0.06 0.05 -0.02
C -0.01 0.00 0.01
C 0.95 -1.71 -0.27
H 1.07 0.34 -0.63
H 0.48 -0.80 -0.53
H 0.03 -0.05 0.01
S -1.63 0.86 5.45
H -0.87 0.51 0.63
S 0.11 -0.16 0.01
N 2.50 -0.77 -0.77
C 0.01 0.02 0.01
H 0.03 0.03 -0.02
H 0.01 0.05 -0.04
O 0.21 -0.25 -0.80
C 0.00 -0.01 0.00
H -0.04 0.03 -0.03
C -0.02 0.03 -0.02
H 0.00 -0.06 0.00
H -0.02 -0.03 0.03
H 0.02 0.05 0.04
C -1.57 -0.61 2.41
Cl 0.51 1.72 -0.33
C -1.78 2.47 0.13
C 0.94 -1.29 -1.27
H 0.01 0.05 -0.02
C -0.02 0.02 -0.01
H -0.05 0.02 0.02
H 0.27 -0.58 0.86
H -0.07 -0.24 -1.25
H 0.01 0.01 -0.05
H 0.07 0.55 0.88
H 0.02 0.04 0.03
H 0.00 0.01 -0.05
H 0.02 -0.01 0.06
C -0.25 0.40 0.03
S -1.17 0.81 0.00
C 1.26 2.67 -1.03
H -0.63 0.85 0.19
H -0.02 -0.04 0.00

Computed properties:
**Electronic energy**: -105405.9427 eV
**Structure (SMILES)**: Cc1cc(Cl)cc2c1N(S(=O)(=O)F)c1c(ccc(CC(=O)F)c1S)S2.c1ccccc1.c1ccccc1.c1ccccc1.c1ccccc1.c1ccccc1
**HOMO-LUMO gap**: 8.035 eV

No. 2
A molecular structure, C22H18BrF3N3O6PtS2 at a distorted geometry, computed with wB97M-V/def2-TZVPD.

Atoms and positions in Å:
1 C -4.762 0.138 0.516
2 C 1.885 1.294 2.003
3 Br -1.442 1.454 -1.545
4 C 1.065 -5.835 0.142
5 H 3.808 -3.885 -0.169
6 C 1.559 3.343 -1.570
7 H -0.140 1.671 2.688
8 H -3.769 2.021 0.112
9 N 0.537 -3.517 0.474
10 F 0.106 -7.757 1.187
11 S -1.396 -5.167 1.121
12 H -1.033 7.030 -0.978
13 O -2.260 -3.602 -0.882
14 Pt -0.928 -2.113 -0.205
15 C 2.779 -4.177 -0.033
16 F -0.279 -7.485 -0.916
17 H 0.861 6.590 0.381
18 C -0.194 0.106 1.233
19 C 0.574 4.212 -1.999
20 H -5.559 0.560 1.107
21 H 1.786 2.438 -2.108
22 C -4.693 -1.230 0.254
23 O -4.470 -3.909 -0.859
24 N 2.651 1.151 0.789
25 C 1.046 5.672 -0.158
26 H 3.083 -6.275 -0.419
27 N -2.592 -0.966 -0.888
28 O 0.414 -0.429 0.256
29 H -5.465 -1.912 0.570
30 H 2.083 -2.179 0.302
31 C 0.145 -4.824 0.521
32 C 2.031 4.803 0.281
33 S 3.467 2.458 0.202
34 O -1.214 -0.376 1.733
35 H 2.071 0.414 2.631
36 C -0.852 6.245 -1.707
37 F 1.658 -8.086 -0.243
38 H 2.177 0.579 0.098
39 C -3.616 -1.739 -0.432
40 C -2.733 0.349 -0.697
41 O 4.151 3.072 1.310
42 H 0.188 2.205 1.020
43 C 2.259 3.634 -0.415
44 H -0.650 6.703 -2.674
45 C 0.285 5.368 -1.280
46 O 4.255 1.994 -0.904
47 H 2.273 2.174 2.519
48 C -3.760 0.949 -0.006
49 C 0.624 -7.264 0.050
50 C -3.471 -3.224 -0.745
51 C 2.378 -5.508 -0.138
52 H -1.752 5.643 -1.806
53 C 1.819 -3.227 0.245
54 C 0.379 1.423 1.761
55 H 2.629 5.007 1.156
56 H 0.003 3.982 -2.883

Cartesian forces, eV/Å:
C 0.60 -0.51 -0.32
C -0.36 0.22 0.57
Br -0.11 0.01 0.15
C 1.11 -0.04 -0.36
H 0.03 0.06 -0.06
C -0.12 0.01 -0.13
H 0.04 -0.02 -0.08
H 0.01 0.03 0.00
N -0.37 1.12 -1.22
F 0.14 0.02 0.08
S 0.66 -0.32 0.37
H -0.05 0.08 0.01
O 1.02 1.18 -0.27
Pt 0.66 -1.33 -0.92
C 0.01 0.41 0.19
F -0.16 0.17 -0.16
H -0.06 0.05 0.07
C -1.03 0.73 1.33
C 0.18 -0.09 0.21
H -0.09 0.02 -0.01
H -0.01 -0.18 -0.17
C -0.48 0.54 0.11
O -0.14 0.13 0.01
N 0.66 0.70 -0.62
C -0.06 -0.04 -0.08
H 0.04 -0.07 0.01
N -0.44 0.22 1.31
O -0.11 -1.49 -0.95
H -0.02 -0.13 0.06
H -0.08 0.03 -0.14
C -1.98 -0.51 1.13
C 0.10 -0.01 0.18
S 0.39 -0.55 0.14
O 0.16 0.72 0.34
H 0.04 0.17 0.00
C 0.06 -0.01 -0.03
F 0.50 -0.05 -0.14
H 0.07 -0.06 -0.25
C 0.41 -0.05 -0.37
C 0.48 -0.13 -0.58
O -0.48 0.13 -0.01
H -0.03 0.00 0.05
C 0.53 -0.38 0.33
H -0.02 0.08 -0.08
C 0.04 0.06 0.06
O -0.49 0.00 -0.20
H -0.06 -0.13 0.16
C -0.37 -0.04 0.03
C -0.34 -0.28 0.20
C -0.20 0.07 0.13
C -0.77 -0.23 0.20
H -0.15 0.03 -0.02
C 0.59 0.10 -0.07
C 0.19 -0.40 -0.07
H 0.00 0.07 0.09
H -0.12 -0.05 -0.21

Computed properties:
**Net charge**: -1
**Electronic energy**: -142976.7658 eV
**HOMO-LUMO gap (spin up / spin down)**: 5.749 / 5.749 eV

No. 3
A single C5H14N2 molecule at a distorted geometry, computed with wB97M-V/def2-TZVPD.

Atoms and positions in Å:
1 C 1.047 0.171 -1.943
2 H -1.370 -1.146 2.725
3 H -2.235 1.334 1.515
4 H -2.004 0.245 3.416
5 H 1.774 1.333 -0.324
6 H 0.200 0.847 1.317
7 H 2.987 -0.904 -2.211
8 C 0.117 0.198 0.461
9 H 1.567 -1.946 -2.112
10 C 1.998 -1.021 -1.787
11 H 0.609 -0.752 0.644
12 H 2.120 -1.131 -0.708
13 N -1.428 -0.143 2.676
14 H 0.162 1.814 -0.829
15 C -2.119 0.251 1.453
16 H 1.650 0.851 -2.560
17 H 0.116 0.020 -2.485
18 H -1.551 -0.892 -0.095
19 H -3.118 -0.150 1.264
20 C 0.799 0.991 -0.667
21 N -1.322 0.028 0.251

Cartesian forces, eV/Å:
C 1.13 1.62 -0.86
H -0.14 -0.36 0.41
H -0.19 0.16 0.26
H 0.31 -0.51 0.43
H 0.08 0.17 0.23
H 0.27 -0.21 0.62
H 0.00 0.21 -0.26
C -0.09 0.99 -0.60
H -0.16 -0.55 -0.40
C -0.82 0.00 1.41
H 0.22 -0.08 0.28
H 0.41 -0.33 0.05
N -0.90 0.43 -0.18
H -0.60 1.20 -0.55
C 0.80 1.01 -0.82
H -0.59 0.15 -0.33
H -0.01 -0.50 0.04
H 0.23 -0.07 -0.22
H 0.02 -0.31 0.19
C 0.36 -2.39 0.31
N -0.33 -0.62 -0.01

Computed properties:
**Electronic energy**: -8391.4752 eV
**Energy above the lowest of the compared OMol25 structures with the same formula, charge and spin**: 1.144 eV
**Structure (SMILES)**: CCCCNCN
**HOMO-LUMO gap**: 9.801 eV

- Look up the electronic energy of the third one.
  -8391.4752 eV

- The highest electronic energy belongs to which entry?
  C5H14N2

- Among the records above, which one has the lowest electronic energy?
  C22H18BrF3N3O6PtS2